No. 1
103
Properties=species:S:1:pos:R:3:forces:R:3 method="wB97M-V/def2-TZVPD" homo_lumo_gap_ev="7.947 / 8.301" total_charge=0 multiplicity=3 homo_energy_ev="-7.6 / -7.7" energy_ha=-5606.09419 e_lumo_ev="0.303 / 0.555"
As -1.449 -1.107 3.144 -0.1 -0.2 -0.2
V -0.178 0.460 -0.078 -0.7 -1.3 0.1
F -0.820 -0.844 1.441 -0.1 0.2 -0.2
F -2.283 0.392 2.966 -0.2 0.3 0.0
F -2.045 -1.355 4.708 -0.1 0.0 0.4
F -0.082 -0.221 3.707 0.3 0.3 0.2
F -0.508 -2.526 3.160 0.3 -0.5 0.0
F -2.749 -1.935 2.407 -0.3 -0.1 -0.2
O 1.788 0.005 1.679 0.2 0.1 -0.1
O 1.409 1.353 -0.361 2.1 0.7 -0.4
O 3.581 1.672 -0.800 0.3 0.1 -0.3
N -1.228 3.253 0.718 0.0 0.0 0.2
N -1.191 1.106 -1.522 -0.6 0.4 -0.3
N -0.595 2.085 1.246 -0.2 0.1 0.1
N 0.962 -1.578 -0.594 0.0 0.4 0.4
N -2.071 -1.687 -1.360 0.0 -0.3 0.0
C 3.146 1.930 2.276 0.0 -0.1 -0.1
C -1.766 0.812 -3.979 0.0 0.1 0.0
C 2.699 1.282 -0.087 -1.2 0.0 0.3
C -2.525 1.551 -1.246 0.4 -0.3 -0.3
C 4.166 -0.228 1.369 0.0 0.0 0.1
C -1.904 -2.833 -2.260 0.0 0.2 0.2
C 4.831 -0.457 2.572 0.0 -0.1 0.0
C 4.354 3.910 2.933 0.0 0.0 0.0
C 4.191 2.832 2.077 0.0 0.0 -0.1
C -5.218 3.878 -2.596 0.0 -0.1 0.1
C 4.527 -0.977 0.252 0.0 0.0 0.0
C 6.181 -2.161 1.539 0.0 0.0 0.0
C 5.829 -1.421 2.660 -0.1 0.0 -0.1
C -0.678 1.177 -2.936 -0.2 -0.2 0.2
C -2.011 5.486 0.887 0.0 0.1 -0.1
C 0.717 -2.968 -0.133 -0.2 0.1 -0.3
C 0.427 0.127 -3.134 0.0 -0.1 0.1
C 2.276 2.120 3.343 0.0 0.0 0.1
C -1.129 4.451 1.574 0.1 0.0 -0.1
C 2.453 3.197 4.213 0.0 -0.1 -0.1
C 2.980 0.730 1.332 -0.1 0.0 0.3
C -1.251 -4.002 -1.546 0.0 0.0 0.1
C -4.515 1.359 0.164 -0.1 0.0 0.1
C -5.175 2.280 -0.644 0.0 0.0 0.0
C -3.215 2.483 -2.018 0.0 0.4 0.0
C -3.213 1.004 -0.155 0.1 -0.2 0.0
C -0.069 2.555 -3.202 0.1 0.1 0.0
C -4.527 2.849 -1.731 0.0 0.1 -0.1
C 3.487 4.095 4.007 0.0 0.0 0.0
C 5.525 -1.936 0.336 0.0 0.0 0.0
C -5.200 0.741 1.361 0.0 0.0 -0.1
C 0.243 -3.900 -1.247 0.1 0.0 0.0
C 0.309 4.965 1.679 0.1 0.1 0.0
C -1.685 4.125 2.955 -0.1 -0.1 0.1
H -2.616 -0.961 -1.807 0.0 0.1 0.0
H -4.759 4.864 -2.480 0.0 -0.1 0.0
H -6.203 2.551 -0.424 0.1 0.0 0.0
H -5.153 3.610 -3.652 0.0 0.0 0.0
H 4.044 -0.800 -0.701 0.0 0.0 0.0
H 0.779 -3.646 -2.172 0.0 0.0 0.0
H 0.697 5.218 0.688 0.0 0.0 0.1
H -1.162 1.747 2.020 -0.1 0.0 0.0
H 1.878 -0.377 2.561 -0.1 -0.1 0.0
H -6.273 3.969 -2.334 0.1 0.0 0.0
H -2.660 3.635 2.869 0.1 0.0 0.0
H -2.022 6.417 1.458 0.0 0.0 0.0
H 0.015 -0.876 -2.982 0.1 0.2 0.0
H -1.794 -4.186 -0.610 0.0 0.0 0.0
H 0.789 0.196 -4.160 0.0 0.0 0.0
H 1.381 -1.600 -1.516 0.0 0.0 -0.1
H 0.323 2.310 1.625 0.1 0.0 0.1
H 1.673 -1.201 0.026 0.2 -0.1 0.0
H -2.218 1.684 -4.453 0.0 0.0 0.1
H 3.622 4.936 4.680 0.0 -0.1 -0.1
H -1.278 -2.526 -3.105 0.0 0.0 0.0
H 1.772 3.329 5.046 0.0 0.0 0.0
H 1.646 -3.369 0.271 0.1 0.0 0.0
H -0.001 -2.946 0.682 -0.1 0.0 0.1
H -5.179 -0.349 1.310 0.0 0.0 0.0
H -2.724 2.988 -2.839 -0.1 -0.1 0.0
H 5.798 -2.506 -0.545 0.0 0.0 0.0
H 0.577 -4.903 -0.977 0.0 0.0 0.0
H 0.356 5.865 2.302 0.0 -0.1 0.0
H -0.790 3.429 -0.178 0.0 0.0 -0.1
H -1.810 5.046 3.528 0.0 0.0 0.0
H -1.634 5.709 -0.118 0.0 0.0 0.1
H 0.979 4.225 2.131 -0.1 0.1 0.0
H -2.853 -3.174 -2.682 -0.1 0.0 0.0
H 0.348 2.596 -4.214 -0.1 0.0 0.1
H 4.566 0.119 3.452 0.0 0.0 0.0
H 1.464 1.425 3.520 0.0 0.1 0.0
H 1.285 0.284 -2.480 -0.1 0.1 0.0
H -2.736 0.263 0.476 0.0 -0.1 0.0
H -3.031 5.107 0.792 0.1 0.0 0.0
H 6.333 -1.588 3.604 0.0 0.0 0.0
H -4.697 1.021 2.288 0.0 0.0 0.0
H -1.017 3.473 3.526 0.0 0.0 0.0
H 5.168 4.608 2.766 -0.1 -0.1 0.0
H -6.242 1.063 1.422 0.1 0.0 0.0
H 4.867 2.686 1.241 0.0 0.0 0.1
H 0.745 2.742 -2.495 -0.1 0.0 0.0
H 6.967 -2.906 1.602 -0.1 0.1 0.0
H -1.395 -4.891 -2.164 0.0 0.0 0.0
H -0.807 3.354 -3.110 0.1 0.0 0.0
H -2.568 0.226 -3.531 0.0 0.0 0.0
H -1.317 0.211 -4.771 0.0 0.0 0.0
H -2.596 -1.968 -0.538 -0.1 -0.1 0.0

No. 2
103
Properties=species:S:1:pos:R:3:forces:R:3 method="wB97M-V/def2-TZVPD" homo_lumo_gap_ev=4.723 e_above_lowest_kcal_mol=3.5 total_charge=+2 homo_energy_ev=-13.1 energy_ha=-4600.65496 e_lumo_ev=-8.377
Au -0.914 1.116 -0.206 2.6 3.8 0.9
Se -5.453 3.420 -0.614 0.3 -0.1 0.2
N -5.393 4.009 1.014 -0.5 0.7 1.0
N -0.021 -0.737 1.787 0.3 0.0 0.7
N 1.675 7.098 -1.795 0.1 -0.1 0.1
N 2.959 5.344 -1.034 -0.1 0.2 0.0
N 1.108 0.777 -0.900 -1.6 -0.2 0.8
N 0.621 5.264 -1.005 -0.6 0.9 -0.3
N -3.923 2.586 -0.473 1.1 -0.6 -0.2
N 0.201 -1.727 -0.439 0.4 -0.3 -0.1
N -1.252 -0.424 1.329 -0.3 0.1 0.0
N -0.706 -0.982 -1.097 -1.4 0.2 -1.0
N -2.293 2.258 1.187 0.8 -1.3 -0.7
N 1.811 0.059 -0.003 0.3 0.1 0.5
N -0.141 3.146 -0.135 -0.5 -1.3 -0.2
C -1.814 -1.344 -4.412 -0.1 0.2 0.2
C -1.504 -1.100 3.394 0.3 0.0 -0.2
C -4.020 -0.612 0.597 0.1 0.1 0.2
C -1.909 2.515 2.418 0.3 -0.4 -0.3
C -4.448 -1.409 2.932 0.1 0.2 -0.1
C 0.917 -1.484 4.057 0.2 -0.1 0.0
C -2.663 3.284 3.318 -0.6 0.4 0.0
C 1.105 -4.080 -0.542 0.0 -0.2 0.0
C 3.126 0.215 -0.285 0.1 0.5 -0.3
C -0.155 -1.154 3.069 -0.6 0.0 0.6
C 1.752 5.884 -1.259 0.7 -0.1 -0.1
C -2.350 -1.242 -2.978 -0.1 0.0 -0.1
C 0.311 4.131 -0.565 -0.1 -0.6 0.1
C -3.859 3.832 2.924 0.3 -0.1 0.4
C 0.248 -5.265 -0.086 0.2 0.2 0.1
C 2.347 1.868 -4.152 0.0 0.2 0.2
C 4.405 -0.410 1.857 0.0 0.1 -0.2
C 4.575 -1.817 -0.226 0.1 0.2 -0.1
C 3.215 1.070 -1.379 -0.4 -0.1 0.2
C -1.314 -1.720 -2.020 0.8 -0.4 0.3
C -3.446 2.774 0.748 -1.8 0.7 -0.8
C 1.691 -2.771 3.767 -0.1 0.1 0.0
C -3.629 -2.077 -2.858 0.1 0.2 0.0
C -4.284 3.590 1.605 0.1 -0.4 -1.0
C 1.836 -0.272 4.234 -0.2 -0.1 0.1
C 0.001 1.922 -3.307 0.1 0.1 0.1
C -2.173 -0.626 2.266 0.4 -0.2 0.2
C 1.911 1.392 -1.755 0.1 0.3 -0.4
C 0.215 -2.962 -0.969 -0.4 -0.3 -0.5
C 4.344 -0.408 0.333 0.1 -0.4 0.2
C 1.460 2.186 -2.943 -0.2 0.1 -0.2
C -3.645 -0.435 2.067 -0.1 0.0 -0.2
C 2.034 -4.477 -1.694 0.0 0.1 0.2
C -0.739 -2.992 -1.979 0.2 0.0 0.2
B 1.044 -1.103 0.698 -0.6 -0.5 -0.2
H -2.577 -0.195 -2.746 0.0 0.0 0.0
H -0.429 -4.961 0.708 -0.1 0.0 0.1
H 2.333 0.802 -4.364 0.0 -0.1 0.0
H 3.045 4.449 -0.583 0.0 0.0 0.0
H 2.586 -3.613 -2.057 0.1 0.1 -0.1
H -4.350 -1.179 3.989 0.0 0.0 0.2
H 5.411 -0.677 2.171 0.1 0.0 0.0
H 0.770 7.496 -1.983 0.0 0.0 0.0
H 1.010 -3.579 3.513 0.0 -0.1 0.0
H 3.803 -2.505 0.100 -0.1 -0.1 0.1
H 1.823 -1.857 1.132 0.3 -0.2 0.2
H 2.246 -3.059 4.654 0.1 -0.1 0.1
H -4.116 -2.430 2.761 0.0 -0.1 0.0
H 1.468 -4.894 -2.522 -0.1 0.0 -0.1
H -0.979 -3.809 -2.627 0.0 -0.3 -0.1
H 2.165 0.103 3.270 0.1 0.0 -0.1
H 0.386 -1.650 5.002 0.0 0.1 -0.2
H -2.524 -0.896 -5.100 -0.1 0.0 -0.1
H -1.948 -1.382 4.326 0.0 -0.1 0.3
H -4.041 -2.036 -1.854 -0.1 0.0 0.1
H 2.705 -0.550 4.823 0.2 0.0 0.1
H -0.146 0.867 -3.517 -0.1 -0.2 0.0
H 2.400 -2.642 2.956 0.1 -0.1 -0.1
H 1.713 -3.754 0.303 0.0 0.0 0.0
H 0.887 -6.058 0.292 0.0 -0.1 0.0
H -0.681 2.219 -2.511 -0.1 0.0 -0.1
H -3.458 0.070 -0.039 -0.1 -0.1 -0.2
H -0.964 2.095 2.729 0.1 -0.1 0.0
H -3.905 0.584 2.380 0.0 0.0 0.0
H 1.572 3.251 -2.705 0.0 0.0 0.0
H -4.379 -1.704 -3.550 -0.1 0.0 -0.1
H -3.432 -3.116 -3.108 0.0 -0.1 0.0
H -0.856 -0.840 -4.522 0.1 0.0 -0.1
H 1.315 0.529 4.752 0.0 0.1 0.0
H 1.977 2.396 -5.027 0.0 0.0 -0.1
H -4.467 4.430 3.585 0.0 0.0 0.1
H 3.726 -1.137 2.287 -0.1 -0.1 0.0
H 2.496 7.640 -2.006 0.0 0.0 0.0
H -5.500 -1.346 2.669 -0.1 0.0 0.0
H -1.680 -2.386 -4.692 0.0 -0.1 0.0
H 2.751 -5.221 -1.360 0.1 -0.1 0.0
H -5.084 -0.424 0.464 -0.1 0.0 -0.1
H -0.264 2.487 -4.198 0.0 0.0 0.0
H 3.373 2.173 -3.984 0.2 0.0 0.0
H 3.799 5.877 -1.187 0.0 -0.1 0.0
H 4.592 -1.799 -1.313 0.0 -0.1 -0.1
H 5.175 0.215 -0.021 -0.2 0.0 0.0
H 4.116 1.378 -1.866 0.2 0.0 -0.2
H 5.534 -2.187 0.124 0.1 -0.1 0.0
H 4.180 0.575 2.258 0.0 0.1 0.1
H -2.287 3.434 4.318 0.1 0.0 0.0
H -0.341 -5.660 -0.909 -0.1 0.0 -0.1
H -3.807 -1.633 0.292 0.0 -0.1 -0.1

No. 3
93
Properties=species:S:1:pos:R:3:forces:R:3 method="wB97M-V/def2-TZVPD" homo_lumo_gap_ev="4.956 / 4.955" e_above_lowest_kcal_mol=26.0 total_charge=+2 homo_energy_ev="-12.7 / -12.7" energy_ha=-4707.63280 e_lumo_ev="-7.779 / -7.780"
Br 2.930 2.366 -6.800 1.4 0.1 -1.4
P 2.292 0.208 -0.996 2.6 -1.0 0.5
P -1.289 -1.439 -1.213 0.2 -1.0 1.3
N -5.163 3.583 -3.817 -0.2 0.7 0.2
N -2.023 0.678 3.530 0.4 0.0 0.3
C -1.892 2.051 -1.556 -2.9 -0.1 -1.5
C 3.275 -0.609 -2.346 -0.3 0.2 -0.8
C 0.788 2.884 -3.370 -0.3 -0.1 0.6
C -3.895 3.608 -1.771 0.3 -0.1 -0.2
C -0.139 1.517 0.521 -2.0 -0.3 0.0
C -1.425 0.205 2.238 0.2 -1.0 -0.4
C 1.437 3.120 1.255 -0.3 0.8 0.1
C -0.228 1.928 -3.509 -0.4 0.5 -0.4
C 3.671 1.384 -0.361 -0.8 0.6 0.5
C -0.810 -2.292 -3.932 -0.1 -0.1 -0.7
C 0.668 1.406 2.811 -0.1 0.9 -0.7
C -2.780 -0.382 4.229 -0.3 -0.4 0.2
C 4.895 1.790 -1.177 0.3 0.1 -0.5
C 0.366 1.692 -5.862 0.4 0.0 0.7
C -4.467 2.541 -4.244 0.3 -0.3 0.7
C 1.578 2.414 2.457 0.3 -0.3 -0.1
C -1.012 -2.552 0.228 0.2 -0.1 0.0
C -0.301 1.095 1.844 1.4 -0.3 0.4
C -0.255 -2.195 -2.528 0.6 -0.1 0.2
C -3.090 2.537 -2.241 0.1 -0.1 0.3
C -2.866 1.884 3.338 -0.4 0.3 0.1
C -1.319 -4.032 -0.007 0.0 -0.3 0.3
C -0.487 1.421 -4.793 0.5 0.2 0.4
C -3.484 1.949 -3.465 0.1 0.5 -0.3
C 3.707 -1.360 1.116 0.2 -0.1 0.2
C -4.903 4.098 -2.613 0.3 -0.1 0.5
C 1.596 2.336 -5.588 -1.8 -0.7 1.8
C -3.045 -1.917 -1.557 -0.5 0.2 -0.5
C 4.634 -1.287 -2.083 0.1 -0.2 0.2
C 2.434 -1.135 0.294 -0.4 0.0 0.2
C 1.817 2.868 -4.307 -0.3 0.5 -0.5
C 0.453 2.748 0.330 1.4 0.0 0.9
C -4.081 -1.484 -0.500 -0.1 0.1 0.1
C -0.909 1.271 -2.304 0.0 0.8 -0.5
Be -0.113 0.568 -0.993 0.5 -0.5 0.8
H 4.011 0.998 0.609 -0.3 0.0 -0.3
H 5.406 2.629 -0.684 -0.3 -0.1 0.0
H 0.113 1.269 -6.824 0.3 0.2 -0.1
H -0.331 -3.112 -4.473 -0.1 0.1 0.1
H 2.200 -2.071 -0.232 -0.1 0.2 0.0
H -5.495 4.954 -2.278 0.1 -0.3 -0.3
H -1.635 -2.175 1.054 0.2 -0.1 -0.3
H -0.946 -4.402 -0.968 0.0 0.1 0.2
H 4.622 2.125 -2.179 0.1 0.0 0.0
H 3.142 2.311 -0.131 0.1 -0.2 0.0
H 0.092 -3.172 -2.178 -0.2 0.1 0.0
H -2.393 -4.248 0.035 0.2 0.1 0.0
H -0.842 -4.627 0.779 -0.1 0.0 -0.2
H 0.234 3.361 -0.547 0.5 -0.3 -0.1
H -1.873 2.101 -0.428 0.4 0.6 -1.3
H -3.106 0.007 5.200 0.1 -0.2 -0.2
H 2.421 2.619 3.093 0.1 0.2 0.2
H 5.135 -1.503 -3.039 -0.3 0.1 0.2
H -3.718 1.601 2.719 0.1 0.0 0.0
H -3.039 1.052 -3.853 0.3 -0.1 0.1
H -1.352 0.772 -4.928 0.3 0.1 -0.2
H -3.648 -0.638 3.618 0.1 0.0 0.1
H -1.384 0.404 -2.819 -0.3 0.7 0.4
H 0.732 3.657 -2.567 0.7 -1.2 -0.3
H -3.694 4.072 -0.803 0.0 0.0 -0.4
H -5.099 -1.663 -0.888 0.4 0.1 0.2
H 5.334 -0.684 -1.501 -0.3 -0.3 -0.1
H 2.116 3.940 0.972 -0.4 -0.3 0.6
H -3.123 -3.011 -1.699 0.3 0.5 0.0
H 4.617 -1.448 0.515 -0.3 0.1 0.1
H 2.627 -1.368 -2.805 0.1 0.3 -0.1
H -4.669 2.149 -5.231 -0.3 0.0 0.0
H -1.882 -2.463 -3.973 -0.1 -0.1 0.0
H -3.996 -0.411 -0.273 -0.1 -0.2 -0.1
H -1.044 -0.826 2.348 -0.5 0.3 0.4
H -2.139 -1.260 4.353 -0.2 0.2 0.0
H -1.249 0.952 4.152 -0.1 0.0 -0.3
H -2.309 2.685 2.855 0.2 -0.2 0.0
H -3.339 -1.472 -2.518 0.1 -0.1 0.2
H -4.006 -2.025 0.457 0.1 0.0 -0.4
H 2.788 3.270 -4.014 -0.3 0.4 -0.5
H 0.754 0.840 3.751 0.0 0.5 -0.3
H -3.229 2.217 4.314 0.1 0.0 -0.2
H 3.416 0.187 -3.096 -0.1 -0.3 0.0
H 1.607 -0.928 0.986 0.1 -0.2 0.0
H -2.226 0.214 1.486 0.2 -0.1 0.2
H 4.521 -2.246 -1.568 -0.1 0.1 -0.1
H 3.616 -2.300 1.681 -0.1 0.2 -0.2
H 0.037 -2.404 0.522 -0.3 -0.1 0.0
H 0.645 -1.570 -2.588 -0.1 -0.1 0.2
H 3.873 -0.580 1.866 -0.1 0.0 -0.2
H 5.668 1.027 -1.282 -0.3 0.1 0.0
H -0.585 -1.390 -4.502 -0.1 0.0 0.0